Record 1
The following is a quantum chemistry calculation of a structure of composition C21H32AlBrCl13F9KN6O10S at a distorted geometry, from OMol25.

HOMO level: -10.17 eV
Charge: +1
HOMO-LUMO gap: 1.83 eV

Last column: Löwdin charge in e.
Geometry (Å):
C1 -3.6689 4.7888 -3.4775  -0.09
C2 -2.8040 4.0585 -2.4593  -0.27
C3 -2.3786 2.6970 -2.9783  -0.21
C4 -1.5824 1.8622 -1.9690  -0.15
C5 -0.5452 2.6758 -1.1750  -0.08
N1 0.7725 2.0329 -1.1079  0.12
C6 1.3333 1.2087 -0.2208  -0.23
N2 0.8043 0.7188 0.8823  -0.02
C7 1.5992 -0.1159 1.7710  -0.06
C8 2.5524 0.7382 2.5975  -0.37
O1 3.5297 -0.0678 3.2008  0.00
C9 1.8390 1.5477 3.6657  -0.25
N3 2.8108 2.4709 4.2749  0.06
O2 -0.4797 1.0237 1.2464  -0.07
C10 -1.3227 -0.1559 1.1845  -0.10
C11 -1.2551 -0.9433 -0.1158  -0.18
N4 -2.5930 -1.1307 -0.6713  -0.03
C12 -2.7137 -2.3636 -1.4291  -0.19
C13 -2.1857 -2.2682 -2.8346  -0.41
C14 -2.9232 -1.2342 -3.6794  -0.05
O3 -0.7723 -2.0648 -2.8686  -0.04
N5 2.6136 0.9101 -0.5480  0.31
C15 2.8174 1.5566 -1.6356  -0.43
F1 3.9712 1.5425 -2.1797  0.16
N6 1.7588 2.2356 -2.0549  0.16
C16 1.7609 3.0523 -3.2296  -0.40
F2 2.2437 2.3899 -4.3084  -0.05
F3 0.5752 3.4651 -3.6083  0.21
C17 2.6735 4.3081 -2.9124  -0.56
F4 2.5944 4.4060 -1.6041  0.20
F5 2.1695 5.3805 -3.5075  0.21
F6 3.9002 4.1808 -3.3586  0.22
H1 -3.0582 5.0000 -4.3479  0.08
H2 -4.5535 4.2355 -3.7545  0.07
H3 -3.9382 5.7494 -3.0577  0.07
H4 -1.9695 4.7146 -2.2365  0.10
H5 -3.3469 3.8920 -1.5331  0.12
H6 -1.8651 2.7490 -3.9341  0.11
H7 -3.2929 2.1413 -3.1512  0.11
H8 -1.0799 1.0266 -2.4357  0.10
H9 -2.3035 1.4977 -1.2555  0.10
H10 -0.9116 2.8482 -0.1829  0.12
H11 -0.3839 3.6579 -1.5874  0.11
H12 0.9620 -0.6284 2.4825  0.14
H13 2.1486 -0.8457 1.2073  0.03
H14 3.0493 1.4769 1.9675  0.14
H15 4.2215 0.5390 3.4895  0.10
H16 1.4385 0.8961 4.4248  0.11
H17 0.9918 2.1458 3.2321  -0.08
H18 2.6657 2.5115 5.2747  0.09
H19 2.7042 3.4242 3.9523  0.01
H20 -2.3225 0.2093 1.3601  0.14
H21 -1.1185 -0.8001 2.0168  0.09
H22 -0.8939 -1.9404 0.1446  0.12
H23 -0.5647 -0.5476 -0.8475  0.09
H24 -3.2783 -1.1154 0.0694  0.11
H25 -3.7772 -2.5511 -1.5360  0.09
H26 -2.3071 -3.2269 -0.8975  0.13
H27 -2.3735 -3.2351 -3.2981  0.13
H28 -3.8666 -0.9296 -3.2480  0.03
H29 -3.1724 -1.6899 -4.6306  0.07
H30 -2.3186 -0.3664 -3.9164  0.06
H31 -0.5754 -1.4945 -3.6155  0.08
Br1 3.1834 0.1611 -4.5305  0.33
C18 -6.7940 -3.2387 -3.1863  -2.05
Cl1 -5.6476 -3.8398 -4.3907  0.53
Cl2 -8.4392 -3.5651 -3.7223  0.55
Cl3 -6.5024 -4.0463 -1.6423  0.53
Cl4 -6.5721 -1.4963 -2.9857  0.54
Al1 0.2445 3.9701 3.2118  1.07
C19 -0.3053 -1.7499 6.5543  -0.67
F7 0.9567 -1.9421 6.1065  0.09
F8 -0.7288 -2.9160 7.0487  0.12
F9 -0.2411 -0.8853 7.5725  0.12
S1 -1.3966 -1.1349 5.2095  0.44
O4 -1.3032 -2.1837 4.2100  -0.35
O5 -0.7509 0.1141 4.8229  -0.35
O6 -2.6731 -0.9885 5.8436  -0.30
C20 3.1617 -4.2651 1.6079  -1.98
Cl5 4.7755 -4.8731 1.9600  0.56
Cl6 3.2584 -2.8461 0.5871  0.62
Cl7 2.2302 -5.5252 0.7368  0.46
Cl8 2.3306 -3.8625 3.1015  0.63
C21 4.0043 -8.5879 2.1355  -1.52
Cl9 3.5270 -10.3155 2.2055  0.45
Cl10 3.9913 -7.8974 3.7395  0.61
Cl11 5.5815 -8.4274 1.3788  0.58
H32 3.2802 -8.0574 1.5286  -0.02
Cl12 2.0749 -5.3799 -1.7968  -0.03
O7 1.5558 4.6793 1.0943  -0.52
Cl13 2.8087 5.3391 1.5524  0.63
O8 3.8669 4.3697 1.4380  -0.33
O9 2.6146 5.7118 2.9262  -0.39
O10 3.0644 6.4752 0.7295  -0.29
K1 2.8390 -11.0463 -0.0916  0.83

***

Record 2
The following is a quantum chemistry calculation of a structure of composition C21H32As2Cl5O6PtSSi3, from OMol25.

HOMO level: -5.60 eV
Charge: -1
HOMO-LUMO gap: 7.95 eV

Last column: Löwdin charge in e.
Geometry (Å):
Pt1 0.5849 0.6381 0.9124  0.78
O1 3.6748 -3.2309 1.2790  -0.25
As1 3.5650 -2.1936 -0.1014  0.93
O2 4.4299 -2.7389 -1.3591  -0.44
O3 1.8893 -2.2600 -0.5023  -0.71
C1 4.0918 -0.3818 0.3245  -0.24
C2 4.8085 0.2240 -0.7006  -0.09
C3 5.2360 1.5416 -0.5833  -0.07
C4 4.9558 2.2575 0.5690  -0.06
C5 4.2605 1.6495 1.6074  -0.05
C6 3.8374 0.3397 1.4830  -0.29
S1 2.9320 -0.3750 2.8369  0.46
O4 3.6845 -1.5403 3.2816  -0.31
O5 2.7336 0.6337 3.8340  -0.31
O6 1.6781 -0.8433 2.1765  -0.52
H1 3.6448 -2.6956 2.1360  0.00
H2 5.0263 -0.3553 -1.5898  0.10
H3 5.7825 2.0014 -1.3967  0.10
H4 5.2740 3.2877 0.6656  0.10
H5 4.0165 2.1821 2.5175  0.11
Cl1 0.9916 3.5347 4.2017  0.66
C7 0.3455 3.5410 2.5933  -0.71
C8 0.3871 2.4407 1.7845  -0.33
C9 -0.1067 2.4486 0.5222  -0.38
Cl2 -2.8204 0.4547 -1.0882  0.35
C10 -0.6541 3.5584 -0.0601  -0.70
Cl3 -1.2212 3.5926 -1.7027  0.66
C11 -0.7393 4.7065 0.7488  -0.71
Cl4 -1.4677 6.1438 0.1151  0.64
C12 -0.2466 4.6987 2.0568  -0.70
Cl5 -0.3656 6.1307 3.0218  0.63
C13 -1.3117 -2.4816 2.0705  -0.20
Si1 -0.9507 -2.9543 0.3037  0.38
C14 -2.5647 -3.2506 -0.6068  -0.22
C15 0.0836 -4.5053 0.2179  -0.21
As2 0.4280 -1.1961 -0.5897  0.87
Si2 -4.0686 1.2869 0.3769  0.14
C16 -5.6516 0.3035 0.2791  -0.22
C17 -3.2676 1.1370 2.0450  -0.19
C18 -4.3541 3.0638 -0.0859  -0.21
Si3 0.3163 -1.0550 -2.9676  0.36
C19 -0.0793 0.7192 -3.4142  -0.25
C20 1.9999 -1.5594 -3.5994  -0.21
C21 -1.0116 -2.2066 -3.6141  -0.22
H6 -1.6199 -3.3668 2.6350  0.03
H7 -2.1187 -1.7492 2.1143  0.01
H8 -0.4327 -2.0501 2.5503  0.01
H9 -3.1853 -3.8899 0.0295  0.03
H10 -2.4112 -3.7711 -1.5524  0.01
H11 -3.1161 -2.3312 -0.8003  -0.02
H12 -0.5191 -5.3521 0.5610  0.03
H13 0.9717 -4.4243 0.8458  0.03
H14 0.4199 -4.7100 -0.8000  0.03
H15 -5.4822 -0.7299 0.5881  0.03
H16 -6.0427 0.2945 -0.7395  0.03
H17 -6.4124 0.7341 0.9354  0.03
H18 -3.5216 0.1945 2.5329  0.02
H19 -3.6070 1.9521 2.6901  0.04
H20 -2.1806 1.2004 1.9689  0.00
H21 -4.6871 3.1626 -1.1200  0.03
H22 -3.4415 3.6531 0.0339  -0.01
H23 -5.1210 3.4892 0.5675  0.04
H24 0.0145 1.3721 -2.5448  -0.04
H25 -1.0979 0.8242 -3.7925  0.02
H26 0.6119 1.0787 -4.1801  0.03
H27 2.6837 -0.7076 -3.5810  0.03
H28 1.9034 -1.8880 -4.6385  0.03
H29 2.4612 -2.3587 -3.0191  0.01
H30 -1.9932 -1.9500 -3.2125  0.01
H31 -0.7954 -3.2477 -3.3667  0.03
H32 -1.0574 -2.1214 -4.7038  0.03

***

Record 3
The following is a quantum chemistry calculation of a structure of composition C21H32BO3Tm at a distorted geometry, from OMol25.

HOMO level (alpha / beta): 2.65 / 2.65 eV
Charge: -2
HOMO-LUMO gap (alpha / beta): 1.68 / 1.68 eV
Multiplicity: 3
Expectation value of S²: 2.0033

Last column: Löwdin charge in e.
Geometry (Å):
Tm1 0.7191 -0.5389 -0.6669  1.05
C1 -1.2149 -1.5078 -1.9090  -0.20
C2 -0.7784 -0.3665 -2.7000  -0.19
C3 0.5584 -0.6274 -3.2155  -0.17
H1 -1.3636 0.5063 -2.9198  0.08
C4 0.9457 -1.9439 -2.7293  -0.21
C5 -0.1358 -2.4995 -1.9665  -0.21
H2 -0.1759 -3.4679 -1.5378  0.07
H3 -2.1397 -1.6215 -1.4442  0.06
H4 1.0969 -0.0252 -3.8769  0.07
H5 1.8655 -2.4462 -3.0085  0.09
C6 0.8988 -0.7388 1.7782  -0.25
C7 0.6734 -2.0611 1.2783  -0.23
C8 1.8129 -2.4324 0.5176  -0.24
H6 -0.2054 -2.6774 1.4813  0.10
C9 2.7446 -1.3779 0.5563  -0.21
C10 2.2096 -0.3203 1.3530  -0.17
H7 2.6986 0.5990 1.6266  0.09
H8 0.3092 -0.1801 2.5145  0.09
H9 1.9780 -3.4034 0.0145  0.10
H10 3.7735 -1.3889 0.1391  0.09
O1 1.5472 1.1396 -1.1470  -0.37
C11 4.1973 1.3642 -2.0982  -0.43
C12 3.2280 2.5076 -2.5033  -0.22
C13 4.1208 0.0218 -2.8289  -0.18
C14 4.7127 1.4734 -0.6405  -0.17
C15 1.7600 2.2854 -1.8442  -0.36
H11 3.1056 2.5108 -3.6200  0.07
H12 3.6249 3.4741 -2.2058  0.05
H13 1.5753 3.1998 -1.1586  0.09
H14 0.9744 2.4124 -2.6334  0.07
H15 5.0846 -0.0496 -3.3729  0.02
H16 3.2881 -0.0268 -3.5461  0.03
H17 4.0188 -0.8635 -2.1812  0.03
H18 5.6618 2.0163 -0.7385  0.02
H19 4.9076 0.4909 -0.1830  0.03
H20 4.0332 2.0141 0.0405  0.04
C16 -4.0628 -1.5120 2.4549  -0.03
C17 -3.4901 -0.4170 1.6014  -0.50
C18 -4.5069 -0.0051 0.5438  -0.03
O2 -2.3501 -0.9732 0.9069  0.04
B1 -1.4278 0.0505 0.8292  -0.57
O3 -1.7636 1.1989 1.5073  0.08
C19 -2.8598 0.8162 2.3566  -0.50
C20 -3.7768 2.0028 2.5320  -0.03
C21 -2.3079 0.4526 3.7433  -0.03
H21 -3.3571 -1.9111 3.1694  0.08
H22 -4.4121 -2.3332 1.8081  0.09
H23 -4.9481 -1.1293 3.0048  0.09
H24 -4.7953 -0.8901 -0.0415  0.09
H25 -5.4299 0.3714 1.0392  0.09
H26 -4.1378 0.7579 -0.1372  0.10
H27 -4.6077 1.7381 3.1858  0.08
H28 -3.2173 2.8292 2.9951  0.09
H29 -4.1675 2.3575 1.5690  0.08
H30 -1.6405 -0.4267 3.7396  0.09
H31 -1.7273 1.3059 4.1270  0.09
H32 -3.1245 0.2659 4.4415  0.07

***

Record 4
The following is a quantum chemistry calculation of the molecule C21H32N4O2S, from OMol25.

HOMO level: -7.97 eV
SMILES string: CC(=O)N1CCC(N(CCN2CCOCC2)C(=S)Nc2ccccc2C)CC1
HOMO-LUMO gap: 8.41 eV

Last column: Löwdin charge in e.
Geometry (Å):
C1 0.1759 -4.4470 -2.8888  0.00
C2 -0.6980 -4.1855 -1.6797  -0.50
O1 -1.7940 -4.6965 -1.5621  0.05
N1 -0.1901 -3.3711 -0.7182  -0.06
C3 1.0391 -2.6205 -0.7825  -0.14
H1 1.6311 -2.9235 -1.6433  0.11
C4 0.7368 -1.1186 -0.8531  -0.10
H2 0.1650 -0.9168 -1.7594  0.12
H3 1.6703 -0.5552 -0.8899  0.13
C5 -0.0747 -0.7227 0.3862  -0.28
N2 -0.2989 0.7118 0.4782  -0.06
C6 0.2157 1.4679 1.4730  -0.80
S1 0.2468 3.1259 1.4150  0.70
N3 0.8090 0.8614 2.5543  0.03
C7 0.2410 -0.1685 3.3356  -0.23
C8 -1.1379 -0.3067 3.4444  -0.03
C9 -1.6764 -1.3227 4.2121  -0.08
C10 -0.8396 -2.1950 4.8854  -0.08
C11 0.5336 -2.0398 4.7984  -0.04
C12 1.0956 -1.0320 4.0299  -0.22
C13 2.5798 -0.8533 3.9353  -0.04
H4 3.0984 -1.7237 4.3283  0.08
H5 2.8838 -0.6933 2.9016  0.08
H6 2.8935 0.0184 4.5107  0.09
H7 1.1842 -2.7155 5.3346  0.11
H8 -1.2546 -2.9898 5.4859  0.10
H9 -2.7481 -1.4243 4.2922  0.11
H10 -1.7778 0.4017 2.9382  0.12
H11 1.3741 1.5154 3.0840  0.12
C14 -0.9822 1.3846 -0.6092  -0.16
H12 -1.6370 0.6750 -1.1118  0.12
H13 -1.6040 2.1740 -0.1794  0.10
C15 -0.0454 2.0359 -1.6454  -0.21
N4 -0.8462 2.8623 -2.5316  -0.17
C16 -1.0462 4.2232 -2.0499  -0.16
C17 0.1723 5.1212 -2.2971  -0.19
O2 0.5548 5.1198 -3.6588  -0.13
C18 0.8259 3.8099 -4.1044  -0.20
C19 -0.3987 2.9059 -3.9128  -0.16
H14 -0.1815 1.8934 -4.2587  0.12
H15 -1.2255 3.3082 -4.5066  0.12
H16 1.0873 3.8951 -5.1608  0.12
H17 1.6863 3.3964 -3.5527  0.12
H18 -0.0593 6.1574 -2.0482  0.13
H19 1.0163 4.7888 -1.6739  0.12
H20 -1.2661 4.2034 -0.9832  0.09
H21 -1.9088 4.6326 -2.5837  0.13
H22 0.7266 2.6021 -1.1108  0.07
H23 0.4507 1.2642 -2.2357  0.11
C20 -1.3682 -1.5449 0.4028  -0.10
H24 -1.9649 -1.3415 -0.4870  0.12
H25 -1.9625 -1.3025 1.2823  0.10
C21 -1.0086 -3.0304 0.4271  -0.12
H26 -1.9081 -3.6460 0.3809  0.12
H27 -0.4587 -3.2646 1.3464  0.13
H28 0.5140 -1.0114 1.2604  0.13
H29 1.6210 -2.8299 0.1248  0.13
H30 -0.3564 -5.1364 -3.5383  0.08
H31 1.1204 -4.8988 -2.5944  0.08
H32 0.3692 -3.5275 -3.4365  0.08